ORCA calculation (the ωB97M-V functional and the def2-TZVPD basis) on 6 unconnected molecules or ions with the total composition C2H14O6.

Structure (XYZ):
```
22
C2H14O6 | the Open Molecules 2025 dataset | the ωB97M-V functional and the def2-TZVPD basis
H -0.35633 3.48970 0.57283
H -0.91447 -3.62114 1.52194
H 1.85678 -3.14228 0.30635
H 0.48010 2.03218 -1.05666
O -1.51058 2.22362 1.53254
O 0.30552 -1.91804 -0.37167
H 0.67065 -3.79402 2.27326
H -1.68767 2.10054 2.44206
H 0.39960 4.75249 0.11781
H -0.99495 -0.80114 -0.15981
H 1.09121 -1.60734 -0.96333
H -1.58008 1.33173 1.16471
O 0.05992 1.59049 -1.80092
O 0.30414 3.79924 -0.04715
O 1.77755 -0.55900 -1.95135
C 0.17520 -3.47372 1.40798
O -1.71285 -0.09870 -0.14645
H 2.69117 -0.33867 -1.66546
H -0.65786 1.06648 -1.36926
H -2.49524 -0.52260 -0.47464
C 0.89066 -2.77401 0.50112
H 1.20753 0.26419 -1.83392
```

Calculated values
HOMO energy (alpha / beta): -13.52 / -13.52 eV
Relative energy (zero: lowest compared OMol25 entry of this formula, charge and spin): 106.00 kJ/mol
2S+1: 2
Total charge: +1
Strongest force on any atom: 4.85 eV/Å

These are the natural (NBO) partial charges, in e, on atoms 1 to 6: H 0.4982; H 0.2566; H 0.2269; H 0.5010; O -0.9648; O -0.5335

=====

ORCA calculation (the ωB97M-V functional and the def2-TZVPD basis) on a molecular structure, C2H15B3O2Tl.

Structure (XYZ):
```
23
C2H15B3O2Tl | the Open Molecules 2025 dataset | the ωB97M-V functional and the def2-TZVPD basis
H -0.41094 3.35028 2.27190
H 2.10575 -1.73976 -0.50313
H -0.68861 -1.51136 -0.10830
O 0.51634 1.16720 0.40015
B 2.39397 -1.35553 -1.46932
H -0.64210 3.51106 0.55209
H 1.51064 -1.43209 -2.08424
B -1.53196 -0.10679 -0.87121
H 2.71239 -0.32566 -1.42241
H 0.86139 -1.97590 0.31073
B -0.06421 -1.65148 0.76045
H -1.15401 0.56381 -1.62731
Tl 0.73974 -0.10609 -0.82834
H 0.02224 -0.67791 1.21754
H -1.11390 -1.07643 -1.09314
C -0.87334 2.87521 1.40668
H -1.94936 3.03169 1.48285
H -0.45882 -2.44316 1.37833
H -2.60851 -0.15551 -0.81717
H -1.03317 0.09350 0.06438
O -1.03786 0.52631 1.73930
H 3.14670 -2.00913 -1.88220
C -0.44238 1.44776 1.12236
```

Calculated values
HOMO energy: -3.25 eV
Relative energy (zero: lowest compared OMol25 entry of this formula, charge and spin): 276.77 kJ/mol
Total charge: -1
Strongest force on any atom: 10.51 eV/Å

These are the Mulliken partial charges, in e, on atoms 1 to 6: H 0.3034; H -0.0277; H 0.0057; O -0.4430; B 0.1109; H 0.3133

=====

ORCA calculation (the ωB97M-V functional and the def2-TZVPD basis) on 5 unconnected molecules or ions with the total composition C2H15N2O3.

Structure (XYZ):
```
22
C2H15N2O3 | the Open Molecules 2025 dataset | the ωB97M-V functional and the def2-TZVPD basis
H 8.09339 -0.82358 1.57105
H -3.11668 -0.64599 -0.92667
H -0.99804 0.65594 -2.03345
H -0.30137 0.86846 -3.41429
H -3.15340 -2.34273 -0.77469
C -2.12208 -1.31738 0.68926
O 1.51198 1.79065 -0.63349
H -1.03764 1.20124 0.60145
O 8.07544 -0.84084 0.62513
H 2.35903 2.18492 -0.86009
H 1.14808 1.43212 -1.50242
O -0.06959 0.58461 -2.53513
N -1.17212 0.79073 1.56380
H -3.25474 0.39747 1.17230
H -2.58750 -0.39911 2.52910
C -2.36038 -0.05249 1.55333
H -1.11321 -1.21143 0.15536
H -2.29522 0.87084 -1.30646
N -3.22989 -1.47513 -0.28036
H -1.24117 1.52480 2.23118
H 8.96538 -0.95565 0.28471
H -2.10027 -2.23745 1.29036
```

Calculated values
HOMO energy: -12.94 eV
Relative energy (zero: lowest compared OMol25 entry of this formula, charge and spin): 884.35 kJ/mol
Total charge: +1
Strongest force on any atom: 3.28 eV/Å

These are the natural (NBO) partial charges, in e, on atoms 1 to 6: H 0.4717; H 0.3322; H 0.3991; H 0.4959; H 0.3994; C -0.2606

=====

ORCA calculation (the ωB97M-V functional and the def2-TZVPD basis) on 5 unconnected molecules or ions with the total composition C2H15N2O3.

Structure (XYZ):
```
22
C2H15N2O3 | the Open Molecules 2025 dataset | the ωB97M-V functional and the def2-TZVPD basis
H 3.04163 0.22446 1.27302
H -2.45541 -0.57355 0.15457
N 2.84660 -0.42638 -1.39717
H 2.06349 -1.08178 -1.35483
H 3.37579 1.52136 -1.02879
H 1.43922 2.65710 1.00693
C 2.27297 0.80831 0.75892
H -0.47255 -1.81500 0.45696
H 3.64912 -0.89042 -0.98597
O -1.43604 -1.94700 0.38401
C 2.56167 0.82746 -0.82025
H 1.31640 0.30629 0.97049
H -3.93494 0.05961 -0.24794
N 2.19653 2.07003 1.34228
H 1.69050 1.24767 -1.31978
H -5.87085 -1.38882 -0.76934
O -5.55199 -0.48302 -0.67632
O -2.98247 0.30264 0.02828
H -6.28266 0.11476 -0.88555
H 3.05708 2.60343 1.42190
H 1.15733 -1.47158 0.69887
H -1.68144 -2.66557 0.98971
```

Calculated values
HOMO energy (alpha / beta): -17.95 / -17.37 eV
Relative energy (zero: lowest compared OMol25 entry of this formula, charge and spin): 530.58 kJ/mol
2S+1: 2
Total charge: +2
Strongest force on any atom: 2.30 eV/Å

These are the natural (NBO) partial charges, in e, on atoms 1 to 6: H 0.2469; H 0.5232; N -0.5554; H 0.3832; H 0.2530; H 0.3975

=====

ORCA calculation (the ωB97M-V functional and the def2-TZVPD basis) on 5 unconnected molecules or ions with the total composition C2H15NO4.

Structure (XYZ):
```
22
C2H15NO4 | the Open Molecules 2025 dataset | the ωB97M-V functional and the def2-TZVPD basis
O -0.03449 1.14081 -0.33762
H 2.48890 -0.09228 -0.03693
O 2.61399 -0.59770 0.78079
O 2.75091 2.99658 -1.22324
H 0.51088 -1.44775 0.81782
H -1.07856 -0.35948 2.49467
O -1.47554 3.37943 -2.41481
H -2.46851 -1.01153 1.57764
H -1.61080 2.33985 -2.42051
H -0.64505 1.71560 0.06450
H 2.29321 2.95897 -2.08784
N -0.54524 -1.46935 0.65731
C -1.39230 -1.12433 1.88855
H 3.14597 -0.11271 1.48882
H -0.51944 0.30900 -0.50167
H -1.85210 -3.23911 0.50256
H -0.47542 -2.92031 -0.91115
H 2.02729 2.65552 -0.58623
H -1.34798 -2.02461 2.59221
H -1.31723 3.52303 -3.35535
H -0.24307 -3.76183 0.79298
C -0.82541 -2.85779 0.21749
```

Calculated values
HOMO energy: -9.06 eV
SMILES: CNC.O.O.O.O
Relative energy (zero: lowest compared OMol25 entry of this formula, charge and spin): 226.41 kJ/mol
Total charge: 0
Strongest force on any atom: 4.58 eV/Å

These are the natural (NBO) partial charges, in e, on atoms 1 to 6: O -0.9799; H 0.4953; O -0.9795; O -0.9539; H 0.4051; H 0.2045

=====

ORCA calculation (the ωB97M-V functional and the def2-TZVPD basis) on 5 unconnected molecules or ions with the total composition C2H15NO4S.

Structure (XYZ):
```
23
C2H15NO4S | the Open Molecules 2025 dataset | the ωB97M-V functional and the def2-TZVPD basis
H -0.76380 2.69132 -0.37300
H -2.89013 -1.38661 -0.22159
H -1.68239 -0.24406 1.59305
O 1.30809 -1.28883 -1.73388
N -0.30335 -1.64242 0.74637
H 2.40162 -0.15996 0.89082
H 2.20876 0.48247 -0.93677
H -1.79626 -0.93886 -1.45428
O 2.25772 -0.89053 1.56178
H 3.04260 -0.82029 2.11817
O 0.19601 2.81749 -0.39741
H -0.48120 0.35411 0.44055
H -3.42123 1.51061 0.15833
S -3.03934 0.92696 -0.98965
H 1.46565 1.56097 -0.30799
C -2.17237 -0.60178 -0.48044
O 2.35030 1.11447 -0.22116
H 0.62572 -1.45479 1.11673
H 1.85514 -1.88568 -1.19754
C -1.17466 -0.46963 0.64403
H 0.32479 3.70369 -0.81478
H 0.54613 -0.97388 -1.23518
H -0.85779 -2.40479 1.09383
```

Calculated values
HOMO energy (alpha / beta): 0.70 / -5.87 eV
Relative energy (zero: lowest compared OMol25 entry of this formula, charge and spin): 22.88 kJ/mol
2S+1: 2
Total charge: -1
Strongest force on any atom: 1.53 eV/Å

These are the natural (NBO) partial charges, in e, on atoms 1 to 6: H 0.4340; H 0.1920; H 0.1730; O -0.9804; N -0.9092; H 0.5062

=====

ORCA calculation (the ωB97M-V functional and the def2-TZVPD basis) on 6 unconnected molecules or ions with the total composition C2H15O5S.

Structure (XYZ):
```
23
C2H15O5S | the Open Molecules 2025 dataset | the ωB97M-V functional and the def2-TZVPD basis
H -1.10562 2.57088 -2.20209
H -0.93329 1.77226 1.26806
H 1.55736 -2.10628 -0.57974
S -0.27431 0.14724 -0.40716
O -0.70384 2.70218 1.50484
H 0.95513 1.17283 2.38203
H -2.29645 -1.81746 0.06178
H 0.48944 -2.79055 2.06311
H 2.04177 0.85098 -0.17478
H 3.02088 -1.24072 -1.46694
H 2.32572 1.58596 1.78044
O 0.39704 -3.09336 1.14454
H -2.01219 1.44465 -1.74033
C 1.58544 0.03290 -0.76138
O -1.85956 2.03405 -2.51264
C 2.27559 -1.28211 -0.63144
O -2.80579 -1.85294 -0.75833
H -2.23375 -1.26646 -1.29438
H 2.59841 -1.49619 0.40715
H 1.70359 0.41689 -1.78308
O 1.89399 0.94843 2.36593
H 0.00631 -2.23781 0.85970
H -0.01116 2.73393 0.82853
```

Calculated values
HOMO energy: -4.05 eV
Relative energy (zero: lowest compared OMol25 entry of this formula, charge and spin): 126.33 kJ/mol
Total charge: -1
Strongest force on any atom: 2.66 eV/Å

These are the natural (NBO) partial charges, in e, on atoms 1 to 6: H 0.4656; H 0.4933; H 0.2430; S -0.8105; O -0.9834; H 0.4910

=====

ORCA calculation (the ωB97M-V functional and the def2-TZVPD basis) on 5 unconnected molecules or ions with the total composition C2H16N2O4.

Structure (XYZ):
```
24
C2H16N2O4 | the Open Molecules 2025 dataset | the ωB97M-V functional and the def2-TZVPD basis
H -0.37183 -0.00786 0.32626
H -0.36852 -3.72246 0.81284
H -2.12382 2.22779 1.32134
N -0.03690 0.27627 -0.54111
H 3.19306 -0.30105 -1.50311
H 0.04780 -2.08360 2.16912
O -0.62022 -2.41615 -1.13695
O 3.15566 0.55745 -1.60552
H -1.14591 -2.05605 -1.84280
H -0.64700 2.28627 2.01578
H 0.23196 -1.93659 -1.18579
H -1.22757 -1.81206 1.39952
H -0.78003 3.79570 -0.62893
C -0.87365 1.45408 -0.83571
H 3.37686 1.01892 -0.72906
H 1.11232 -3.92476 0.49589
H 0.47452 2.85695 0.15130
H -2.00548 1.19122 -0.73197
O -0.42147 -1.34992 1.93342
H -0.65676 1.70354 -1.88231
C -0.64402 2.70719 -0.02446
O 0.49963 -3.80791 1.22192
H 1.01240 0.54381 -0.53375
N -1.18103 2.79922 1.33408
```

Calculated values
HOMO energy: -8.95 eV
SMILES: NCCN.O.O.O.O
Relative energy (zero: lowest compared OMol25 entry of this formula, charge and spin): 298.29 kJ/mol
Total charge: 0
Strongest force on any atom: 8.35 eV/Å

These are the natural (NBO) partial charges, in e, on atoms 1 to 6: H 0.3774; H 0.4848; H 0.3352; N -0.8685; H 0.4568; H 0.4822

=====

ORCA calculation (the ωB97M-V functional and the def2-TZVPD basis) on 5 unconnected molecules or ions with the total composition C2H16N2O4.

Structure (XYZ):
```
24
C2H16N2O4 | the Open Molecules 2025 dataset | the ωB97M-V functional and the def2-TZVPD basis
H -0.69440 1.88606 -1.96331
H 0.02564 2.75817 0.03479
H -1.17666 -1.15466 1.69440
H 2.04308 1.74258 1.00027
H 0.24887 -1.49900 2.33092
H -0.21882 1.27525 2.01135
N -1.26746 0.32728 -0.66249
C 0.65033 1.96346 -0.36696
N 1.25906 1.15530 0.72778
O 1.68061 -1.63706 -0.49064
H 1.18846 -1.97778 -1.25213
H -1.06133 0.15666 0.31393
H 1.43921 2.40661 -0.98315
O -1.06464 1.13083 2.50682
O -0.54774 -1.96342 -2.31388
H 0.36725 0.48930 -1.93823
H 1.73782 0.36301 0.28898
H -0.92193 1.74652 3.23504
C -0.23680 1.14918 -1.31553
H -1.23173 -2.12802 -2.96618
O -0.34469 -1.61494 1.58915
H -2.11029 0.89077 -0.60631
H 1.05344 -1.81931 0.22915
H -0.90788 -1.39964 -1.60618
```

Calculated values
HOMO energy: -9.79 eV
SMILES: NCCN.O.O.O.O
Relative energy (zero: lowest compared OMol25 entry of this formula, charge and spin): 70.04 kJ/mol
Total charge: 0
Strongest force on any atom: 1.33 eV/Å

These are the natural (NBO) partial charges, in e, on atoms 1 to 6: H 0.1914; H 0.1799; H 0.4963; H 0.3575; H 0.4892; H 0.4978

=====

ORCA calculation (the ωB97M-V functional and the def2-TZVPD basis) on 5 unconnected molecules or ions with the total composition C2H16NO5.

Structure (XYZ):
```
24
C2H16NO5 | the Open Molecules 2025 dataset | the ωB97M-V functional and the def2-TZVPD basis
H 0.38263 0.54415 1.82649
H 1.13863 -0.17076 -0.98377
H -1.22456 -0.64376 0.73081
O 0.50894 1.91950 0.40707
H -0.82133 -1.66288 -0.41580
O -2.11490 1.41344 -1.48033
H -1.13751 -2.58912 2.33338
H 2.05788 0.71607 1.32647
C 1.02701 0.72588 0.96842
H -2.20084 1.50322 -2.43948
H 1.24152 2.34805 -0.08598
H -1.13228 -0.06728 -0.78701
C 0.80030 -0.44802 0.01110
H 1.33186 -1.32123 0.35135
O -0.40367 -1.95835 2.25619
H 0.37836 -2.43270 2.55805
H 2.79429 3.85180 0.07032
H 2.58899 3.53422 -1.48086
O -1.73592 -3.03899 -0.95633
N -0.65449 -0.67159 -0.10751
H -1.77081 2.27314 -1.20098
H -2.62354 -3.17767 -1.33060
H -1.13982 -3.81020 -0.96664
O 2.70926 3.16309 -0.60436
```

Calculated values
HOMO energy (alpha / beta): -2.41 / -10.68 eV
Relative energy (zero: lowest compared OMol25 entry of this formula, charge and spin): 136.49 kJ/mol
2S+1: 2
Total charge: 0
Strongest force on any atom: 1.74 eV/Å

These are the natural (NBO) partial charges, in e, on atoms 1 to 6: H 0.1906; H 0.2041; H 0.4303; O -0.7659; H 0.4535; O -0.9770